Entry 1:
# C10H38O9

A 9-piece molecular cluster, C10H38O9 overall at a distorted geometry (ωB97M-V/def2-TZVPD, OMol25).

```
57
Properties=species:S:1:pos:R:3
C -0.0965 -0.5382 0.1335
O 0.9163 -1.5103 0.2790
H -0.4325 -0.3736 1.1573
H 0.2660 0.4099 -0.2637
H -0.8934 -0.9325 -0.4969
H 1.0747 -1.8053 -0.6208
C -3.9527 -2.4325 -2.0016
O -4.8002 -1.6646 -2.9388
H -4.4648 -2.9899 -1.2173
H -3.3751 -3.1151 -2.6248
H -3.1369 -1.8415 -1.5853
H -5.7189 -1.9424 -2.9568
C 2.3292 -3.6220 -1.6130
O 1.5082 -2.7037 -2.3997
H 2.7074 -3.1625 -0.6998
H 1.8980 -4.5818 -1.3285
H 3.2292 -3.9806 -2.1124
H 1.2917 -3.0509 -3.2682
C -0.9626 1.9397 -2.8062
O -2.1037 1.1423 -2.6598
H -0.2099 1.3207 -3.2945
H -1.2396 2.7921 -3.4266
H -0.5600 2.2215 -1.8333
H -2.5410 0.9611 -3.4950
C 4.2166 -1.6790 2.0721
C 3.5701 -0.4721 2.7563
O 2.1593 -0.6638 2.7463
H 4.2805 -2.5473 2.7280
H 5.2197 -1.3731 1.7753
H 3.8190 -2.0505 1.1276
H 3.8069 0.4103 2.1617
H 3.9903 -0.2797 3.7434
H 1.8885 -0.9062 1.8577
C -4.2469 1.7437 1.7692
C -4.1053 0.5164 0.9386
O -2.7931 0.6459 0.5576
H -3.5278 1.5904 2.5738
H -5.2292 1.9746 2.1815
H -3.9455 2.6334 1.2164
H -4.8198 0.5610 0.1167
H -4.3581 -0.3099 1.6030
H -2.8221 0.9134 -0.3639
C 2.3619 4.1206 -0.4260
C 3.2846 3.3092 0.5053
O 2.4265 2.8039 1.5227
H 3.0260 4.5142 -1.1956
H 1.9532 5.0326 0.0091
H 1.5550 3.5129 -0.8355
H 4.0404 3.9694 0.9306
H 3.8469 2.5590 -0.0508
H 1.7649 2.2554 1.0949
O -0.2545 -3.6667 1.4872
H 0.3139 -3.8950 2.2228
H -0.1102 -2.7298 1.3542
O -0.4106 2.3337 1.0166
H -1.2032 1.7978 1.0450
H -0.4308 2.8353 1.8316
```

SMILES: CCO.CCO.CCO.CO.CO.CO.CO.O.O
Energy relative to the best compared isomer or geometry (same formula, charge and spin): 2.641 eV
Max |F|: 0.05335 hartree/bohr

=====

Entry 2:
# C16H34MnO3P2S

C16H34MnO3P2S as an isolated structure at a distorted geometry (ωB97M-V/def2-TZVPD, OMol25).

```
57
Properties=species:S:1:pos:R:3
P 0.0884 -1.5060 -1.8256
P -0.0557 1.5981 -1.7321
C -0.1586 -0.6196 -3.4661
C 0.3115 0.8369 -3.3808
H -1.2352 -0.6840 -3.6993
H 0.3904 -1.1704 -4.2511
H 1.3991 0.9090 -3.5368
H -0.1584 1.4327 -4.1767
C -1.7269 2.2868 -1.8805
H -1.9582 2.8619 -0.9785
H -2.4626 1.4820 -1.9688
H -1.7948 2.9383 -2.7530
C 1.0082 3.0176 -1.4349
H 0.9756 3.7286 -2.2638
H 2.0431 2.6938 -1.2835
H 0.6707 3.5192 -0.5235
C -0.9660 -2.9825 -1.7935
H -0.7035 -3.6193 -0.9394
H -0.8348 -3.5424 -2.7248
H -2.0174 -2.6811 -1.6957
C 1.8113 -2.1010 -1.9377
H 2.5037 -1.2502 -1.8786
H 1.9625 -2.6353 -2.8855
H 2.0134 -2.7754 -1.0963
Mn -0.3787 -0.0612 0.0627
C 0.5551 1.7338 -6.9886
C -0.7669 1.7665 -6.7650
C -1.8370 1.0113 -7.5008
C -1.4341 -0.3720 -8.0803
C -0.7433 -1.2977 -7.1209
C 0.5664 -1.3468 -6.8566
C 1.6628 -0.5406 -7.4963
C 1.2762 0.8802 -7.9900
C 0.1294 -1.7905 1.1252
H 1.2089 2.4329 -6.4534
H -1.1676 2.4866 -6.0417
H -2.2254 1.6152 -8.3394
H -2.6828 0.8880 -6.8065
H -2.3644 -0.8603 -8.4160
H -0.8180 -0.2196 -8.9729
H -1.4154 -2.0340 -6.6610
H 0.9436 -2.1163 -6.1703
H 2.0843 -1.0826 -8.3607
H 2.4826 -0.4658 -6.7645
H 2.2161 1.3915 -8.2592
H 0.6898 0.7918 -8.9107
H 0.7885 -1.3222 1.8812
H 0.6570 -2.5745 0.5781
H -0.7711 -2.1829 1.6095
C -1.6478 0.7363 3.4931
S -1.6476 1.5139 1.8867
O -2.3353 0.5244 0.9963
O -2.2420 2.8135 1.9902
O -0.1999 1.5209 1.4182
H -2.1152 1.4438 4.1841
H -0.6467 0.4703 3.8423
H -2.2546 -0.1676 3.3922
```

Calculated total energy: -84017.848 eV
Max |F|: 0.03602 hartree/bohr
2S+1: 6

=====

Entry 3:
# C4H11NOS

One molecule with the formula C4H11NOS at a distorted geometry (ωB97M-V/def2-TZVPD, OMol25).

```
18
Properties=species:S:1:pos:R:3
C 0.0155 -1.4173 -1.3368
O -0.7400 -1.5100 -2.5224
C -0.4492 -0.2262 -0.4802
C 0.2970 -0.4363 0.8875
C 0.6111 0.8667 1.6932
S -0.7353 2.0246 1.7118
N -0.0910 0.9867 -1.2471
H -0.0529 -2.3829 -0.7945
H 1.1490 -1.2642 -1.4396
H -1.0515 -0.6266 -2.7448
H -1.5444 -0.2968 -0.3189
H -0.2681 -1.0487 1.6092
H 1.2721 -0.8881 0.6313
H 1.4186 1.3853 1.1788
H 0.9986 0.6469 2.6961
H -1.6378 1.4734 2.4931
H 0.9323 0.8997 -1.3556
H -0.1241 1.8137 -0.6610
```

SMILES: N[C@@H](CO)CCS
Energy relative to the best compared isomer or geometry (same formula, charge and spin): 1.332 eV
Max |F|: 0.02873 hartree/bohr

=====

Entry 4:
# C22H33N7O4PPdS2

C22H33N7O4PPdS2 as an isolated structure (ωB97M-V/def2-TZVPD, OMol25).

```
70
Properties=species:S:1:pos:R:3
Pd 0.1123 -0.5655 -0.3497
C 6.2780 -2.3303 -2.0862
C 5.1203 -2.4368 -1.1319
O 4.2067 -1.3174 -1.4132
P 3.1002 -0.8802 -0.4060
S 2.0479 0.5929 -1.2788
S 1.8014 -2.3285 0.1138
O 3.8140 -0.4140 0.9267
C 4.8450 0.6332 0.8665
C 4.4523 1.7595 1.7854
H 6.9558 -3.1677 -1.9200
H 6.8303 -1.4045 -1.9308
H 5.9313 -2.3667 -3.1176
H 5.4377 -2.3682 -0.0904
H 4.5495 -3.3535 -1.2751
H 4.9543 0.9738 -0.1640
H 5.7713 0.1534 1.1755
H 3.5355 2.2396 1.4405
H 5.2412 2.5116 1.7972
H 4.3160 1.3970 2.8046
N 0.8077 0.3636 1.7094
C -0.1621 -0.0284 2.7365
C -0.2629 0.9412 3.9238
C 0.5162 0.5114 5.1657
C -0.1386 -0.6475 5.9188
N -1.4860 -0.2999 6.3833
C -2.6306 -0.7359 5.8571
N -3.7244 0.0163 5.9386
N -2.7269 -1.9404 5.2940
C -1.5343 -0.2696 2.0930
O -2.5134 -0.4238 2.7968
O -1.5548 -0.2855 0.7952
H 1.7560 0.0972 1.9554
H 0.8029 1.3694 1.5675
H 0.1417 -1.0195 3.0893
H -1.3170 1.0525 4.1797
H 0.0733 1.9289 3.6003
H 0.6208 1.3598 5.8464
H 1.5346 0.2075 4.9067
H 0.4617 -0.9313 6.7817
H -0.2131 -1.5257 5.2796
H -1.5548 0.4777 7.0233
H -3.6700 1.0051 6.1124
H -4.6306 -0.3852 5.7638
H -1.9807 -2.6045 5.4006
H -3.3186 -2.0379 4.4821
N -2.7092 -3.5258 -6.3391
C -3.4395 -3.4067 -7.5228
C -3.7839 -4.2844 -8.4916
C -4.5539 -3.7683 -9.5715
C -4.9437 -2.4256 -9.6418
C -4.5947 -1.5341 -8.6550
C -3.8230 -2.0189 -7.5590
N -3.3783 -1.3564 -6.5132
C -2.6716 -2.3002 -5.7423
C -2.0325 -1.9804 -4.5475
C -1.2953 -2.9212 -3.7629
C -0.6860 -2.5172 -2.6163
N -0.7473 -1.2364 -2.1624
C -1.4445 -0.3239 -2.8993
C -2.0823 -0.6410 -4.0559
H -2.2850 -4.3672 -5.9924
H -3.5000 -5.3275 -8.4692
H -4.8459 -4.4433 -10.3642
H -5.5276 -2.0929 -10.4882
H -4.8826 -0.4928 -8.6854
H -1.1955 -3.9581 -4.0543
H -0.1122 -3.2106 -2.0170
H -1.4696 0.6886 -2.5164
H -2.6216 0.1150 -4.6066
```

Energy relative to the best compared isomer or geometry (same formula, charge and spin): 0.000 eV
Max |F|: 0.00605 hartree/bohr
Charge: +2
2S+1: 6

=====

Entry 5:
# C5H6O2

One molecule with the formula C5H6O2 (ωB97M-V/def2-TZVPD, OMol25).

```
13
Properties=species:S:1:pos:R:3
O 2.4625 0.9371 -1.1254
C 2.3572 0.0378 -0.0407
C 0.9559 -0.2788 0.2819
C -0.2159 -0.4472 0.5129
C -1.6629 -0.5531 0.7190
C -2.3606 0.0724 -0.4831
O -3.0092 1.0853 -0.4246
H 1.8721 1.6800 -0.9450
H 2.8605 0.4268 0.8583
H 2.8886 -0.8700 -0.3414
H -1.9788 -0.0214 1.6219
H -1.9637 -1.6049 0.8075
H -2.2058 -0.4641 -1.4414
```

SMILES: O=CCC#CCO
Energy relative to the best compared isomer or geometry (same formula, charge and spin): 2.402 eV
Max |F|: 0.01094 hartree/bohr

=====

Entry 6:
# C20H25N5

A 5-piece molecular cluster, C20H25N5 overall at a distorted geometry (ωB97M-V/def2-TZVPD, OMol25).

```
50
Properties=species:S:1:pos:R:3
N -0.3566 -0.2567 -0.9303
C -0.0623 -0.0368 -2.3303
C 1.2297 -0.3743 -2.4033
C 1.8072 -0.7439 -1.0532
C 0.7066 -0.8273 -0.2937
H -0.9904 0.3345 -0.4000
H -0.8670 0.3279 -2.9083
H 1.7602 -0.1342 -3.1895
H 2.7865 -0.9485 -0.7343
H 0.7034 -1.1277 0.8612
N 0.6600 5.1255 -2.3442
C 0.9582 3.7164 -2.4409
C 0.8978 3.1603 -1.1047
C 0.5212 4.3974 -0.2623
C 0.3490 5.4554 -1.0431
H 0.4748 5.7471 -3.1049
H 1.1103 3.2375 -3.4213
H 0.9295 2.0611 -0.9903
H 0.6313 4.6416 0.8528
H -0.1271 6.4765 -0.8031
N -2.6471 1.5671 0.0779
C -3.2973 0.3034 -0.0720
C -2.9936 -0.4736 0.9905
C -1.8949 0.3869 1.7802
C -1.7625 1.5956 1.1625
H -2.7254 2.3306 -0.5810
H -4.1869 -0.0236 -0.8968
H -3.3126 -1.3943 1.1053
H -1.4172 0.0917 2.6822
H -1.2956 2.4455 1.3665
N -1.6688 -3.1375 -0.5014
C -1.4577 -4.2057 0.3078
C -2.6225 -4.9909 0.3859
C -3.5642 -4.3321 -0.6288
C -2.8469 -3.3871 -1.2826
H -1.0407 -2.3893 -0.6444
H -0.5700 -4.4021 0.9567
H -2.5520 -5.8997 0.9653
H -4.6025 -4.6948 -0.9551
H -2.8447 -2.6442 -2.0520
N 4.4746 -1.3791 2.0334
C 3.4467 -1.7890 2.8687
C 2.6905 -0.7579 3.1074
C 3.1373 0.4255 2.2724
C 4.2154 -0.0098 1.6498
H 5.6050 -1.8765 1.7605
H 3.1531 -2.8141 3.2310
H 1.8748 -0.6916 3.7405
H 2.6917 1.3074 2.1555
H 4.8918 0.6075 1.0581
```

SMILES: c1cc[nH]c1.c1cc[nH]c1.c1cc[nH]c1.c1cc[nH]c1.c1cc[nH]c1
Energy relative to the best compared isomer or geometry (same formula, charge and spin): 8.550 eV
Max |F|: 0.15882 hartree/bohr

=====

Entry 7:
# C14H28N2O2

One molecule with the formula C14H28N2O2 (ωB97M-V/def2-TZVPD, OMol25).

```
46
Properties=species:S:1:pos:R:3
C 3.7456 -3.7479 -0.3387
C 3.1743 -4.1752 -1.6856
C 1.6659 -4.4268 -1.6498
C 0.8190 -3.2053 -1.2880
C 0.9618 -2.0589 -2.2885
C -0.0878 -0.9646 -2.0983
C 0.0648 -0.2158 -0.7704
N -0.7503 0.9878 -0.7705
C -0.1759 2.1322 -0.1059
H 0.8413 2.2617 -0.4842
C -0.1304 2.0591 1.4344
N -1.3822 2.4331 2.0592
C -2.5441 1.7591 1.8661
O -3.5940 2.1416 2.3488
C -2.4669 0.4967 1.0323
H -1.7306 -0.1882 1.4572
H -3.4480 0.0244 1.0961
C -2.1436 0.7751 -0.4503
H -2.4904 -0.0697 -1.0477
H -2.7011 1.6602 -0.7725
C -1.4242 3.6638 2.8170
H -2.3213 3.6224 3.4425
H -0.5429 3.7303 3.4613
C -1.5031 4.9046 1.9124
O -1.5928 6.0925 2.6550
H -2.4020 6.0685 3.1786
H -2.3620 4.7957 1.2351
H -0.5935 5.0007 1.3136
H 0.6335 2.7456 1.8021
H 0.1549 1.0467 1.7422
H -0.7589 3.0121 -0.3955
H 1.1105 0.0820 -0.6616
H -0.1795 -0.8912 0.0619
H 0.0017 -0.2332 -2.9033
H -1.0830 -1.4076 -2.1624
H 0.8618 -2.4622 -3.2991
H 1.9555 -1.6154 -2.2050
H -0.2286 -3.5164 -1.2586
H 1.0866 -2.8623 -0.2883
H 1.4612 -5.2177 -0.9236
H 1.3522 -4.7924 -2.6309
H 3.4038 -3.4173 -2.4362
H 3.6643 -5.1007 -1.9979
H 3.4826 -4.4692 0.4323
H 4.8302 -3.6844 -0.3924
H 3.3655 -2.7733 -0.0433
```

SMILES: CCCCCCCN1CCC(=O)N(CCO)CC1
Energy relative to the best compared isomer or geometry (same formula, charge and spin): 1.666 eV
Max |F|: 0.00958 hartree/bohr

=====

Entry 8:
# C21H16N2O9S2Ti

C21H16N2O9S2Ti as an isolated structure at a distorted geometry (ωB97M-V/def2-TZVPD, OMol25).

```
51
Properties=species:S:1:pos:R:3
Ti -0.0717 0.5784 0.2561
C -1.4164 3.9441 -1.7918
O -2.7865 3.5885 -1.6637
C -3.1948 2.2849 -1.6721
C -4.0833 1.9354 -2.6492
C -4.6006 0.6230 -2.7330
C -4.1823 -0.3045 -1.8070
C -3.1561 0.0085 -0.8698
C -2.6999 -0.9675 0.0422
N -1.7082 -0.6898 0.8828
N -1.4574 -1.4825 1.9410
C -0.4386 -0.9561 2.6227
O 0.0750 0.2234 2.3195
C 0.0210 -1.7419 3.8260
C 0.9715 -1.1997 4.7120
C 1.1866 -1.8402 5.9370
C 0.4763 -3.0089 6.3217
C -0.3354 -3.6001 5.3622
C -0.5529 -2.9905 4.1193
C -2.6015 1.2928 -0.8197
O -1.5371 1.6154 -0.0787
H -1.3644 4.8587 -2.3623
H -1.0044 4.1735 -0.8098
H -0.8343 3.1558 -2.2426
H -4.2236 2.7131 -3.4013
H -5.3106 0.3754 -3.5266
H -4.6279 -1.2993 -1.7468
H -3.1379 -1.9637 0.0086
H 1.5106 -0.3101 4.4825
H 1.9512 -1.4594 6.6343
H 0.5916 -3.3910 7.3336
H -0.9646 -4.4746 5.6528
H -1.1910 -3.4474 3.3400
O 0.3926 -1.7198 -3.1446
S 0.6170 -0.7259 -2.1501
O 0.5184 -1.1370 -0.6624
O -0.2304 0.5265 -2.1098
C 2.2869 -0.1926 -2.4669
C 2.9216 -0.8235 -3.5582
C 4.2530 -0.5013 -3.8460
C 4.9277 0.4388 -3.1340
C 4.3529 1.0440 -2.0056
C 3.0568 0.6173 -1.6124
S 2.6072 1.4346 -0.0306
O 3.6355 2.3986 0.1678
O 1.2398 2.0729 -0.2268
O 2.3569 0.2752 0.8484
H 2.3009 -1.5250 -4.1434
H 4.6797 -1.0225 -4.7034
H 5.9184 0.7815 -3.3903
H 4.8627 1.8146 -1.4513
```

Calculated total energy: -88232.488 eV
Max |F|: 0.09580 hartree/bohr
Charge: -2
2S+1: 3

=====

Entry 9:
# C2H2FNO2S

One molecule with the formula C2H2FNO2S at a distorted geometry (ωB97M-V/def2-TZVPD, OMol25).

```
9
Properties=species:S:1:pos:R:3
C -0.8016 -0.1417 -0.4658
C -1.8919 0.3486 -0.1041
N 0.3078 -0.5553 -0.7551
O 2.8368 -0.5726 -0.5101
O 1.3755 -0.7970 1.4639
F 1.4490 1.2302 0.2322
S 1.6424 -0.3599 0.1538
H -2.4028 1.1726 -0.4574
H -2.5152 -0.3249 0.4425
```

SMILES: C=C=NS(=O)(=O)F
Energy relative to the best compared isomer or geometry (same formula, charge and spin): 0.343 eV
Max |F|: 0.08183 hartree/bohr

=====

Entry 10:
# C4H9NO2

A 3-piece molecular cluster, C4H9NO2 overall at a distorted geometry (ωB97M-V/def2-TZVPD, OMol25).

```
16
Properties=species:S:1:pos:R:3
C -0.0608 -0.3842 0.0034
C -1.3701 -0.2110 -0.3583
N -1.9998 -1.4196 -0.2653
C -1.1108 -2.3737 0.0959
C 0.1030 -1.7625 0.2763
H 0.6897 0.4000 0.0040
H -1.9935 0.6470 -0.5374
H -2.9496 -1.5651 -0.5511
H -1.2561 -3.4268 0.2086
H 1.0150 -2.2412 0.5861
H 4.4873 1.3031 1.7363
H 3.4403 0.5204 0.9457
O 4.3467 0.8424 0.9033
H -0.6537 3.7978 -0.7334
H -1.2290 2.4718 -1.2197
O -1.4587 3.4016 -1.0945
```

SMILES: c1cc[nH]c1.O.O
Energy relative to the best compared isomer or geometry (same formula, charge and spin): 1.536 eV
Max |F|: 0.02483 hartree/bohr

=====

Entry 11:
# C8H10N3

An isolated ion of composition C8H10N3 and charge +1 at a distorted geometry (ωB97M-V/def2-TZVPD, OMol25).

```
21
Properties=species:S:1:pos:R:3
C 1.8711 1.6141 0.0305
C 3.2919 1.3032 -0.0283
C 1.2734 0.4174 -0.0013
C 2.0133 -1.8994 0.1627
C 0.8260 -2.3698 0.1967
C -2.0912 0.1002 0.0138
C -1.0366 0.1316 -1.1268
C -0.8967 0.0403 1.0506
N 3.4559 0.0065 -0.0918
N 2.2643 -0.5441 -0.0922
N 0.0161 -0.0181 -0.1080
H 1.2886 2.4801 0.0899
H 3.9575 2.1108 0.0237
H 2.9589 -2.6050 0.2781
H -0.1585 -2.6259 0.4333
H -2.7919 0.8948 0.0078
H -2.7899 -0.8147 -0.1771
H -1.1919 -0.7016 -1.9488
H -1.0654 1.0333 -1.5964
H -0.9487 0.9767 1.7231
H -0.9308 -0.7409 1.8113
```

Energy relative to the best compared isomer or geometry (same formula, charge and spin): 4.912 eV
Max |F|: 0.10238 hartree/bohr
Charge: +1
2S+1: 3

=====

Entry 12:
# C20H13NO7PbTe

C20H13NO7PbTe as an isolated structure (ωB97M-V/def2-TZVPD, OMol25).

```
43
Properties=species:S:1:pos:R:3
Pb -0.0660 -0.3701 1.6515
O 2.4533 -0.7989 -2.0551
C 1.9725 -0.6904 -0.9243
O 0.8893 -0.1253 -0.5723
C 2.8039 -1.2780 0.2223
C 4.0898 -1.7512 0.0235
C 4.7958 -2.2263 1.1191
C 4.2044 -2.2203 2.3740
C 2.9143 -1.7307 2.4945
N 2.2502 -1.2809 1.4311
C 2.2037 -1.6628 3.8528
O 2.7917 -2.1995 4.7994
O 1.0994 -1.0450 3.8462
H 4.4924 -1.7293 -0.9783
H 5.8084 -2.5954 0.9967
H 4.6999 -2.5756 3.2667
Te 1.1623 2.0077 2.7711
C 0.6223 3.6497 1.5371
C -0.0885 4.7312 2.0690
C -0.4086 5.8345 1.2836
C -0.0360 5.8729 -0.0551
C 0.6547 4.7959 -0.6001
C 0.9831 3.6979 0.1869
H -0.3953 4.7007 3.1085
H -0.9619 6.6609 1.7168
H -0.2908 6.7274 -0.6703
H 0.9321 4.8050 -1.6479
H 1.5074 2.8564 -0.2525
O -2.6243 0.0198 -2.4472
C -3.1003 -1.2281 -2.4974
C -3.4110 -1.7863 -3.7428
C -3.9178 -3.0721 -3.8234
C -4.1227 -3.8274 -2.6692
C -3.8055 -3.2694 -1.4374
C -3.2958 -1.9828 -1.3284
C -2.9573 -1.4076 0.0362
O -3.1979 -2.0823 1.0435
O -2.4299 -0.2403 0.0172
H -2.3859 0.1554 -1.4701
H -3.2285 -1.1916 -4.6307
H -4.1457 -3.4948 -4.7965
H -4.5173 -4.8342 -2.7343
H -3.9439 -3.8187 -0.5144
```

Energy relative to the best compared isomer or geometry (same formula, charge and spin): 0.000 eV
Max |F|: 0.01202 hartree/bohr
Charge: -2

=====

Question: Which value of max |F| does entry 6 give?
Answer: 0.15882 hartree/bohr